DFT (ωB97M-V with the def2-TZVPD basis set) results for a structure of composition C38H55BBrN8OS3Tb in a non-equilibrium geometry.

Calculated values
Max |F| in eV/Å: 1.5
Spin multiplicity: 7
Kohn-Sham gap (alpha / beta) in eV: 5.8 / 5.9
Net charge: +2

Element x y z (Å)
Tb 2.420 -1.162 -1.851
C 3.487 -0.662 3.211
C 2.086 -0.456 2.768
C 1.018 -0.590 3.609
C -0.302 -0.386 3.123
N -0.524 -0.234 1.851
N 0.507 -0.096 1.005
B 0.093 0.383 -0.346
N 0.343 1.815 -0.587
N 0.267 2.588 0.501
C 0.161 3.876 0.368
C 0.109 4.467 -0.926
C 0.257 3.701 -2.052
C 0.252 4.265 -3.424
C 0.446 2.302 -1.852
S 0.810 1.187 -3.068
C 0.055 4.698 1.629
C 0.234 3.810 2.861
C 1.136 5.785 1.630
C -1.335 5.348 1.682
N -1.157 -0.152 -0.984
N -2.119 0.736 -0.701
C -3.346 0.537 -1.081
C -3.697 -0.640 -1.793
C -2.730 -1.539 -2.140
C -3.009 -2.751 -2.951
C -1.383 -1.257 -1.740
S -0.136 -2.262 -2.272
C -4.370 1.602 -0.786
C -5.535 1.004 0.013
C -4.869 2.152 -2.131
C -3.736 2.733 0.023
C 1.806 -0.097 1.415
S 3.033 0.379 0.349
C -1.466 -0.297 4.078
C -2.663 0.334 3.371
C -1.824 -1.689 4.610
C -1.043 0.606 5.245
H 3.520 -1.022 4.234
H 4.042 0.273 3.146
H 3.986 -1.376 2.558
H 1.174 -0.861 4.641
H -0.032 5.531 -1.022
H 0.008 5.323 -3.405
H -0.468 3.741 -4.051
H 1.230 4.136 -3.885
H 1.215 3.341 2.862
H -0.522 3.030 2.882
H 0.139 4.415 3.758
H 2.129 5.346 1.562
H 1.074 6.345 2.559
H 1.008 6.486 0.810
H -2.117 4.593 1.682
H -1.500 6.020 0.844
H -1.418 5.928 2.597
H -4.720 -0.805 -2.089
H -4.077 -2.932 -3.031
H -2.521 -3.625 -2.525
H -2.605 -2.619 -3.955
H -6.048 0.215 -0.527
H -6.260 1.786 0.216
H -5.183 0.609 0.963
H -5.387 1.396 -2.712
H -4.038 2.538 -2.718
H -5.565 2.965 -1.947
H -3.346 2.351 0.963
H -4.483 3.492 0.235
H -2.919 3.193 -0.526
H -2.958 -0.250 2.504
H -2.407 1.336 3.037
H -3.501 0.399 4.058
H -2.206 -2.324 3.815
H -2.592 -1.595 5.372
H -0.962 -2.172 5.062
H -0.613 1.536 4.881
H -0.319 0.121 5.892
H -1.914 0.842 5.846
Br 7.686 -0.755 -6.721
C 6.343 -0.911 -5.374
C 6.497 -1.819 -4.340
C 5.505 -1.937 -3.376
C 4.322 -1.172 -3.399
C 4.235 -0.239 -4.457
C 5.214 -0.112 -5.430
H 7.385 -2.431 -4.287
H 5.676 -2.658 -2.580
H 3.371 0.420 -4.544
H 5.093 0.605 -6.227
C -0.033 -3.424 1.302
N 0.672 -4.440 0.552
C 0.585 -5.764 1.145
C 1.629 -4.067 -0.323
O 2.078 -2.880 -0.324
N 2.090 -4.979 -1.209
C 1.267 -6.033 -1.779
C 3.285 -4.665 -1.970
H -1.007 -3.823 1.580
H -0.174 -2.546 0.676
H 0.506 -3.139 2.209
H 0.735 -5.667 2.223
H 1.353 -6.421 0.750
H -0.398 -6.201 0.968
H 0.240 -5.943 -1.439
H 1.653 -7.019 -1.521
H 1.279 -5.930 -2.866
H 4.005 -4.161 -1.316
H 3.062 -4.031 -2.850
H 3.724 -5.599 -2.315

Here are the Mulliken charges for atoms 1 to 99, given in e: 0.3897 -1.9699 -0.2011 -0.3172 -0.5769 -0.4403 1.1217 -0.8042 0.6036 -0.2553 0.0469 -0.5957 0.2749 -1.7924 0.7790 -0.3040 2.2323 -1.7702 -1.8615 -1.5967 0.7877 -0.2170 0.0664 -0.6740 -0.1255 -1.8559 1.1259 -0.1969 2.3441 -1.6185 -1.7970 -1.7933 1.1856 -0.3000 2.3864 -1.7312 -1.7961 -1.6582 0.5016 0.3742 0.3275 0.5365 0.4814 0.4416 0.3936 0.3641 0.3643 -0.0048 0.5825 0.4063 0.4834 0.3501 0.1462 0.4085 0.5079 0.5458 0.4359 0.3482 0.3688 0.3862 0.4824 0.2216 0.4028 0.3436 0.4739 0.0412 0.6448 0.2557 0.3203 0.0376 0.5283 0.3195 0.4826 0.3769 0.1852 0.4364 0.5041 -0.1478 0.0632 -0.6460 -0.2618 0.5211 -0.4215 -0.7558 0.4383 0.2970 0.1629 0.4522 -0.6112 0.4073 -1.1678 0.3065 -0.1965 0.1904 -1.2372 -1.1186 0.5106 -0.5357 0.4366

DFT (ωB97M-V with the def2-TZVPD basis set) results for a cluster of 2 separate species, C4H12S in total in a non-equilibrium geometry.

Calculated values
Max |F| in eV/Å: 3.2
Kohn-Sham gap in eV: 10.0
SMILES: CCS.CC

Element x y z (Å)
C 1.256 0.307 -1.406
C 1.041 -1.018 -2.100
S 1.097 1.833 -2.519
H 0.577 0.370 -0.462
H 2.285 0.235 -0.784
H 0.577 -1.105 -3.132
H 1.731 1.326 -3.491
H 0.531 -1.764 -1.501
H 2.057 -1.490 -2.105
C -0.804 0.196 1.700
C -1.993 0.078 2.684
H -1.069 0.422 0.625
H -0.101 0.996 2.021
H -0.175 -0.716 1.835
H -2.698 -0.736 2.337
H -2.710 0.876 2.519
H -1.601 0.192 3.780

Mulliken atomic charges, in units of e: 0.2649 -0.9961 -0.2182 -0.3616 0.2872 0.2989 0.0935 0.3255 0.2903 -0.7384 -0.9387 0.2474 0.3085 0.2818 0.2876 0.3096 0.2575

DFT (ωB97M-V with the def2-TZVPD basis set) results for a cluster of 2 separate species, C6H11NO in total in a non-equilibrium geometry.

Calculated values
Max |F| in eV/Å: 3.3
Kohn-Sham gap in eV: 8.2
SMILES: C=CC(C)=O.C=CN

Element x y z (Å)
C 0.703 1.442 -0.895
C -0.650 1.216 -0.981
C 0.863 -1.836 -0.149
C 0.481 -0.739 0.818
N 1.288 2.233 0.055
C -0.954 -0.234 0.789
C -1.959 -1.113 0.537
O 1.288 -0.253 1.587
H 1.394 0.978 -1.586
H 0.689 2.504 0.820
H 2.203 1.948 0.372
H -1.350 1.941 -0.583
H -1.009 0.679 -1.845
H -1.082 0.512 1.572
H 0.408 -1.674 -1.125
H 1.946 -1.861 -0.258
H 0.517 -2.797 0.231
H -2.978 -0.797 0.367
H -1.798 -2.146 0.274

Mulliken atomic charges, in units of e: -0.1296 -0.9416 -1.3964 0.8565 -0.4733 -0.0758 -0.8501 -0.5854 0.3363 0.2528 0.2823 0.3433 0.3513 0.4073 0.3273 0.3732 0.3923 0.2917 0.2380

DFT (ωB97M-V with the def2-TZVPD basis set) results for a structure of composition C35H37DyN3P2S5.

Calculated values
Max |F| in eV/Å: 0.8
Spin multiplicity: 6
Kohn-Sham gap (alpha / beta) in eV: 5.4 / 6.7
Net charge: +1

Element x y z (Å)
Dy -0.194 -0.312 -0.253
S 3.808 1.733 -1.099
C 2.433 0.860 -1.042
S 2.370 -0.702 -0.206
S 0.947 1.469 -1.780
C -4.723 4.279 4.357
S -5.905 2.923 4.210
C -4.990 1.564 4.999
C -4.248 0.646 4.032
C -3.221 1.404 3.203
N -2.384 0.542 2.349
P -2.834 0.158 0.751
C -4.632 0.059 0.741
C -5.197 -1.195 0.975
C -6.571 -1.325 1.073
C -7.382 -0.206 0.933
C -6.823 1.040 0.684
C -5.448 1.175 0.583
C -2.465 1.644 -0.249
C -2.596 1.509 -1.639
C -2.270 2.559 -2.480
C -1.793 3.749 -1.945
C -1.645 3.888 -0.573
C -1.976 2.841 0.275
P -0.717 0.244 2.618
C 0.090 1.839 2.924
C -0.160 2.686 4.007
C 0.407 3.948 4.045
C 1.238 4.377 3.015
C 1.533 3.530 1.959
C 0.966 2.265 1.926
C -0.664 -0.660 4.180
C 0.285 -0.378 5.158
C 0.335 -1.142 6.315
C -0.551 -2.192 6.493
C -1.483 -2.493 5.508
C -1.535 -1.736 4.351
H -5.239 5.180 4.030
H -3.841 4.140 3.734
H -4.423 4.414 5.395
H -5.730 0.985 5.553
H -4.311 1.998 5.736
H -4.972 0.163 3.373
H -3.747 -0.141 4.601
H -2.568 1.974 3.867
H -3.732 2.135 2.572
H -4.557 -2.063 1.086
H -7.011 -2.295 1.256
H -8.455 -0.305 1.013
H -7.457 1.908 0.576
H -5.015 2.149 0.391
H -2.980 0.582 -2.062
H -2.376 2.449 -3.550
H -1.521 4.563 -2.602
H -1.260 4.810 -0.160
H -1.846 2.956 1.344
H -0.779 2.358 4.832
H 0.208 4.600 4.884
H 1.675 5.365 3.055
H 2.207 3.832 1.169
H 1.253 1.587 1.124
H 0.986 0.434 5.023
H 1.069 -0.914 7.076
H -0.512 -2.782 7.399
H -2.166 -3.322 5.640
H -2.251 -1.980 3.575
C 2.268 -6.247 -1.706
C 1.118 -6.085 -0.776
C 0.488 -7.097 -0.101
C -0.573 -6.765 0.760
N -0.994 -5.519 0.927
C -0.395 -4.542 0.265
S -0.871 -2.926 0.439
N 0.654 -4.831 -0.570
C -1.285 -7.812 1.545
H 2.555 -7.292 -1.780
H 3.125 -5.672 -1.350
H 2.007 -5.883 -2.700
H 0.810 -8.119 -0.222
H 1.103 -4.043 -1.024
H -0.897 -8.807 1.346
H -2.348 -7.780 1.308
H -1.188 -7.590 2.608

Mulliken atomic charges, in units of e: 0.5144 -0.1979 0.2544 -0.2881 -0.1933 -0.6655 -0.0876 -1.1054 -0.0866 -0.5311 0.4676 0.4878 0.4271 -0.3399 -0.6043 -0.5243 -0.8265 -0.3678 0.0711 -0.2364 -0.7623 -0.5479 -0.8790 -0.2398 0.7191 0.2880 -0.1458 -0.9962 -0.6570 -0.4177 -0.1982 0.7669 -0.5860 -0.6519 -0.5748 -0.7344 -0.6502 0.3848 0.0571 0.2832 0.5048 0.4254 0.0455 0.1619 0.3639 0.1498 0.4604 0.4365 0.4131 0.4311 0.4247 0.3963 0.4386 0.4113 0.4752 0.3105 0.6284 0.4461 0.4356 0.4864 -0.4245 0.4402 0.4375 0.4061 0.4587 0.5067 -1.3976 0.8977 -0.8332 0.9980 -0.4783 0.2062 -0.1153 0.0527 -1.2245 0.3578 0.3656 0.3580 0.3624 0.1757 0.3533 0.3161 0.3097

DFT (ωB97M-V with the def2-TZVPD basis set) results for a cluster of 14 separate species, C6H39NO14 in total in a non-equilibrium geometry.

Calculated values
Max |F| in eV/Å: 7.6
Kohn-Sham gap in eV: 9.4

Element x y z (Å)
O -2.498 -2.379 -0.412
C -1.545 -1.708 -0.201
C -1.174 -0.795 -1.358
N -0.029 0.130 -1.127
C -0.003 1.338 -2.078
C 1.395 1.978 -1.942
C 2.323 1.769 -3.127
C 1.236 3.509 -1.430
H -0.934 -1.864 0.663
H -0.813 -1.360 -2.271
H -2.059 -0.051 -1.648
H 0.747 -0.487 -1.205
H -0.834 1.991 -1.723
H -0.240 1.050 -3.185
H 1.751 1.503 -0.973
H 3.107 2.503 -3.213
H 2.690 0.794 -3.228
H 1.736 1.835 -4.101
H 2.045 3.962 -0.845
H 0.419 3.515 -0.745
H 1.095 4.220 -2.252
H -3.699 -0.452 -4.029
H -3.693 -0.020 -2.683
O -3.176 0.046 -3.444
H 0.942 2.811 1.620
H 0.604 1.378 2.160
O 1.216 1.894 1.694
H -5.263 -0.086 -0.939
H -4.192 -0.800 -0.298
O -4.391 -0.329 -1.175
H 1.472 -0.537 0.756
H 2.077 0.208 1.931
O 2.147 -0.614 1.440
H 4.176 -1.317 3.006
H 3.792 -0.895 1.662
O 4.606 -1.267 2.127
H 0.695 -1.971 4.737
H -0.517 -1.078 4.780
O 0.396 -1.173 4.365
H -2.875 1.026 1.327
H -3.847 1.753 0.436
O -3.715 0.936 0.966
H -1.024 0.516 0.874
H -0.560 -0.133 2.102
O -0.990 0.745 1.933
H -2.489 3.041 -2.325
H -2.845 1.638 -1.822
O -2.813 2.607 -1.577
H 2.886 -1.306 -1.701
H 1.707 -2.011 -2.333
O 2.050 -1.858 -1.481
H 1.720 -4.067 1.941
H 2.664 -2.831 1.862
O 1.687 -3.185 1.730
H 4.840 0.865 -0.755
H 4.905 2.236 0.058
O 4.556 1.615 -0.430
H -2.321 -2.757 2.949
H -0.909 -3.083 2.921
O -1.630 -2.876 3.559

Mulliken atomic charges, in units of e: -0.5219 -0.2556 0.0708 0.7357 -0.7067 1.7306 -1.7013 -1.6567 0.3315 0.6443 -0.8347 -0.2133 0.1349 0.4041 -0.3697 0.3816 0.3255 0.4028 0.2991 0.3621 0.3854 0.3145 0.2853 -0.4777 0.2710 0.2833 -0.6750 0.2721 0.2878 -0.5908 0.0893 0.3740 -0.4205 0.3292 0.4273 -0.6974 0.2828 0.2941 -0.5733 0.2985 0.3151 -0.5732 0.4131 0.3481 -0.9975 0.2601 0.6749 -0.7511 0.3012 0.2769 -0.6293 0.2430 0.3040 -0.5156 0.2302 0.2193 -0.4582 0.2847 0.3406 -0.6095

DFT (ωB97M-V with the def2-TZVPD basis set) results for a cluster of 7 separate species, C6H26NO7 in total in a non-equilibrium geometry.

Calculated values
Max |F| in eV/Å: 3.8
Kohn-Sham gap in eV: 8.6
Net charge: -1

Element x y z (Å)
C -0.727 -1.133 -1.885
N 0.302 -0.369 -1.165
C 0.212 1.106 -1.423
C 1.580 1.777 -1.085
C 2.635 1.168 -1.958
C 1.933 1.594 0.416
C -0.983 1.845 -0.691
O -2.013 2.017 -1.627
H -0.944 -0.727 -2.866
H -1.714 -1.211 -1.358
H -0.216 -2.080 -2.075
H 0.218 -0.502 -0.155
H 0.023 1.222 -2.529
H 1.490 2.877 -1.233
H 3.021 0.171 -1.580
H 3.598 1.851 -1.866
H 2.308 0.992 -2.987
H 1.055 1.674 1.001
H 2.791 2.097 0.835
H 2.070 0.529 0.476
H -0.664 2.882 -0.365
H -1.305 1.303 0.237
H 0.548 -1.880 1.547
H 0.720 -3.041 2.317
O 1.190 -2.684 1.561
H -2.644 1.202 -1.500
H -4.060 0.635 0.235
O -3.912 -0.272 -0.006
H -3.170 -0.678 0.533
H -1.447 -1.508 2.116
O -0.838 -0.950 1.634
H 1.678 -3.614 -0.475
H 1.957 -2.947 -1.830
O 1.902 -3.799 -1.401
H 0.602 0.442 4.000
H -0.104 -0.619 2.965
O 0.412 -0.478 3.859
H -1.103 0.540 1.767
H -0.177 1.801 2.114
O -1.072 1.491 2.131

Mulliken atomic charges, in units of e: -0.8642 0.2305 -0.1616 0.3401 -1.3341 -0.6413 -0.6010 -0.6815 0.3813 0.1267 0.3027 -0.1511 0.5079 0.4000 0.1909 0.3290 0.3766 -0.4014 0.4621 0.3695 0.2817 0.2980 0.3700 0.3153 -0.6941 0.3914 0.3188 -0.6806 0.2985 0.0902 -0.9844 0.3567 0.2991 -0.6883 0.2705 0.4878 -0.7204 0.4659 0.1319 -0.7889

Values of energy relative to the best compared isomer or geometry (same formula, charge and spin), in order: 12.82, 32.94, 70.94, 34.05, 179.93, 47.61, all in kcal/mol.